1.
A structure of composition C26H42AgF6O22PS3, computed with ωB97M-V/def2-TZVPD.

Values from the calculation:
ΔE to the lowest compared entry with this formula, charge and spin   0.0 kJ/mol

XYZ file:
```
101
Properties=species:S:1:pos:R:3:forces:R:3
Ag 0.33685 -1.99350 -1.92916 0.1 0.0 -0.5
P 0.11790 -0.66096 0.84766 -0.3 -1.0 0.6
F -1.04266 -1.26886 -0.14773 0.5 0.4 0.1
F 1.03255 -0.20962 -0.43748 -0.5 0.0 0.2
F -0.67065 0.72994 0.85013 2.0 0.4 -0.2
F 1.24859 -0.07960 1.80737 0.3 -0.1 0.2
F -0.73654 -1.15593 2.12591 0.0 0.1 0.0
F 0.80195 -2.14912 0.78910 0.5 0.4 -0.1
O -4.38514 1.51750 -2.53785 -0.2 0.0 -0.2
C -4.24066 1.07771 -1.42908 -0.1 0.1 0.0
O -3.41052 1.65809 -0.55216 0.6 -0.4 0.1
C -3.26409 0.80164 0.62305 -1.3 0.6 0.1
C -3.84852 -0.54781 0.20490 0.9 0.0 0.7
C -4.89729 -0.16425 -0.81397 1.0 0.6 -0.3
H -3.88946 1.29713 1.37308 0.0 -0.2 0.2
H -2.23058 0.79139 0.95364 -1.4 0.1 -0.3
H -4.13631 -1.07219 1.11720 -0.5 -0.2 -0.3
H -3.04753 -1.13882 -0.24645 -0.5 0.1 -0.1
H -5.82648 0.17485 -0.36032 -0.3 -0.3 -0.2
H -4.97106 -0.87209 -1.63140 -0.7 -0.2 0.2
O 1.51676 -0.26538 -3.35077 -0.4 0.1 0.7
C 2.00602 -0.60906 -4.38741 0.2 -0.4 -0.9
O 1.29848 -1.30079 -5.30653 0.0 0.0 0.2
C 2.17296 -1.82620 -6.33145 0.0 0.7 -0.1
C 3.44941 -0.96495 -6.27961 0.1 -0.9 0.1
C 3.43305 -0.44291 -4.84453 0.2 -0.2 0.0
H 1.65482 -1.75120 -7.28359 -0.1 -0.1 0.0
H 2.37808 -2.86612 -6.08367 0.0 0.0 -0.1
H 3.50213 -0.19723 -7.04487 -0.2 0.1 0.1
H 4.26658 -1.66604 -6.45149 0.3 0.4 0.0
H 3.79464 0.56745 -4.67853 -0.1 0.1 -0.1
H 4.02315 -1.09523 -4.19318 0.0 0.1 0.0
O -4.19128 -4.52966 2.23806 -0.3 0.1 -0.1
C -3.03609 -4.76537 2.41258 0.2 0.4 0.1
O -2.13913 -4.77888 1.39922 0.2 0.0 0.3
C -0.84784 -5.22854 1.86866 -0.3 0.0 -0.2
C -0.85399 -5.15454 3.39825 -0.4 0.4 -0.1
C -2.35343 -5.10092 3.72088 0.3 -1.0 -0.2
H -0.09481 -4.58286 1.42423 0.0 -0.1 -0.1
H -0.75729 -6.25546 1.51051 0.3 0.0 0.0
H -0.36956 -4.24448 3.75079 0.1 0.0 -0.1
H -0.32629 -6.00814 3.81513 -0.1 0.0 0.2
H -2.62770 -4.43437 4.52978 -0.1 0.1 -0.1
H -2.72836 -6.10514 3.95192 0.0 0.1 0.2
O 2.00898 5.28140 -3.03829 0.2 0.1 -0.1
C 1.17604 4.56334 -2.57629 -0.4 0.1 0.0
O 0.95562 4.47572 -1.24728 0.2 -0.1 0.2
C 0.01757 3.44889 -0.92817 -0.6 -0.6 -0.5
C -0.16365 2.65532 -2.22205 1.0 -0.7 -0.8
C 0.19965 3.66001 -3.31160 -0.2 0.1 0.2
H -0.92849 3.87777 -0.59575 0.1 0.2 0.1
H 0.42176 2.79452 -0.16240 0.1 0.3 0.2
H -1.07186 2.07297 -2.36007 -0.4 0.5 0.3
H 0.63647 1.90912 -2.31848 -0.1 -0.1 0.5
H -0.64448 4.26141 -3.65794 0.1 0.1 0.0
H 0.70727 3.23039 -4.17145 -0.1 0.0 -0.1
O -1.77080 -1.89740 -2.81444 0.1 -0.1 0.2
C -1.98635 -1.52418 -3.94379 -0.1 0.2 -0.7
O -1.87894 -2.35449 -4.98331 0.0 -0.1 0.1
C -2.18487 -1.70844 -6.24004 0.5 0.2 0.0
C -2.31720 -0.20182 -5.92829 -0.2 -0.8 0.3
C -2.46267 -0.17991 -4.39960 -0.5 0.2 -0.6
H -3.05028 -2.19806 -6.68110 -0.2 0.1 0.2
H -1.33089 -1.89465 -6.89114 -0.1 -0.1 0.0
H -3.20111 0.21472 -6.40062 0.2 0.2 -0.2
H -1.40349 0.28784 -6.25293 -0.1 0.3 0.0
H -3.52495 -0.12855 -4.14270 0.1 0.1 0.2
H -1.98612 0.67861 -3.93861 0.1 -0.2 0.3
C -2.58478 -0.11358 4.22863 0.3 0.0 0.2
C -1.62711 1.05908 4.29623 0.8 -0.3 -0.3
O -1.65335 1.44262 5.67654 -0.4 0.1 -0.1
S -3.10372 1.16707 6.30419 0.2 -0.2 -0.1
O -3.89112 2.33986 6.33577 -0.1 0.3 -0.2
O -2.91531 0.41737 7.48849 0.1 -0.3 0.3
O -3.64921 0.22457 5.13149 0.0 0.3 -0.2
H -2.07899 -0.99594 4.62494 -0.1 -0.1 -0.1
H -2.94903 -0.30757 3.22614 -0.3 0.0 0.1
H -1.81651 1.89939 3.62707 -0.4 0.1 0.2
H -0.62588 0.69310 4.06344 0.0 0.1 0.2
C 1.69498 2.72856 2.83223 -0.6 -0.6 0.8
C 3.10012 3.24399 3.06931 0.1 -0.8 0.0
O 3.02805 4.66137 2.96729 0.0 0.0 -0.2
S 1.53082 5.20153 3.07442 -0.1 -0.6 -0.4
O 1.13186 5.71438 1.81833 0.0 0.2 -0.3
O 1.38801 5.97251 4.24484 -0.1 0.2 0.5
O 0.82929 3.77370 3.29442 0.2 0.4 -0.1
H 1.46679 1.88333 3.48278 0.2 0.0 -0.1
H 1.45698 2.40210 1.82183 0.1 0.5 -0.2
H 3.77251 2.79565 2.34098 0.2 0.5 -0.1
H 3.45235 2.96298 4.06285 0.0 0.2 0.1
C 4.58478 -0.84286 3.12570 -0.2 0.6 0.0
C 5.85309 -1.22996 2.33294 0.0 0.5 -0.2
O 6.93367 -0.50719 2.94850 0.1 0.0 0.2
S 6.33674 0.86344 3.50714 0.0 -0.2 -0.8
O 6.00229 1.71634 2.41901 -0.2 0.0 -0.4
O 7.16133 1.36417 4.52905 0.0 -0.3 0.7
O 5.00425 0.19516 4.04159 0.0 0.1 0.5
H 4.14331 -1.62539 3.73378 0.2 -0.1 0.0
H 3.82099 -0.40528 2.48335 0.0 -0.2 -0.1
H 5.79335 -0.86028 1.30986 -0.2 -0.3 -0.1
H 6.08163 -2.28819 2.37236 0.1 0.0 0.0
```
Positions in Å, forces in eV/Å.

2.
A cluster of 8 separate species, C26H42BBr2Cl14NO6S2 in total, computed with ωB97M-V/def2-TZVPD.

Values from the calculation:
SMILES   COCCCCC[C@]1(c2ccccn2)CS(=O)(=O)O[C@](S)(B(O)OC)[C@H]1/C(Br)=C(/C)Br.ClCCl.ClCCl.ClCCl.ClCCl.ClCCl.ClCCl.ClCCl

XYZ file:
```
94
Properties=species:S:1:pos:R:3:forces:R:3
C 1.69947 4.29435 0.45799 -1.4 0.4 0.0
O 2.45778 4.23379 -0.80197 0.5 -1.7 1.5
C 3.17245 2.94925 -0.85639 0.4 -1.8 0.2
C 2.35471 1.77467 -1.72235 0.5 1.4 -0.9
C 3.40721 0.56796 -1.96423 0.8 0.7 0.1
C 2.82891 -0.94294 -2.11547 1.4 -0.5 -0.5
C 1.22708 -1.15691 -2.09930 0.4 -0.8 -1.2
C 0.49632 -1.58388 -0.70359 0.9 -0.3 0.2
C 0.54529 -0.50226 0.52916 0.9 1.7 1.9
C 2.03607 -0.13850 1.06114 -1.2 1.7 2.0
C 2.33423 0.91247 2.29724 -6.6 -2.3 -4.4
C 0.87932 1.45061 2.80665 0.3 -1.7 -2.1
C -0.49827 0.94879 2.19208 2.1 -0.2 -0.3
N -0.71720 0.00579 1.09279 6.0 1.4 1.7
C 1.30710 -2.91467 -0.07427 -0.8 0.3 -2.7
S 0.20025 -3.51426 1.31260 5.1 -4.1 7.4
O 0.87831 -2.98502 2.63951 -3.1 -0.7 -5.0
O 0.37397 -5.06411 1.38376 -1.7 5.1 -1.5
O -1.37845 -2.94508 1.33385 2.4 0.2 -1.3
C -1.98722 -2.66454 0.04846 -1.3 -1.0 -2.0
S -3.49841 -1.49048 0.13956 0.7 -0.3 1.8
B -2.72105 -4.10519 -0.41564 -2.0 -1.9 -1.1
O -3.94676 -4.05823 -1.28961 1.2 -0.2 3.3
O -2.29348 -5.44434 0.01509 -1.8 2.6 0.9
C -3.28142 -5.80072 1.08755 -1.4 0.3 0.4
C -0.93168 -2.21574 -1.16585 -0.4 -2.1 -0.8
C -1.66426 -1.64984 -2.51709 -1.2 3.9 -0.7
Br -2.21358 -2.99755 -3.97045 0.9 1.2 1.9
C -2.03134 -0.28273 -2.90807 0.1 -3.7 -0.4
C -2.83114 0.08605 -4.33329 -0.3 0.7 0.7
Br -1.58706 1.24899 -1.76338 -0.4 -1.3 -1.1
H 1.26835 3.23016 0.68760 0.9 2.0 -0.2
H 0.76750 5.00447 0.24870 2.1 -1.4 0.6
H 2.32348 4.72409 1.37586 -1.1 -1.0 -2.0
H 3.33210 2.50921 0.23987 -0.4 1.0 -2.2
H 4.27541 3.03196 -1.30519 -2.7 0.2 0.8
H 1.32297 1.49410 -1.25260 2.1 0.4 -0.6
H 2.11069 2.26895 -2.78136 0.4 -1.0 2.3
H 4.20766 0.61506 -1.07952 -1.7 -0.2 -1.8
H 4.03591 0.84000 -2.94214 -1.4 -0.6 2.1
H 3.44452 -1.61021 -1.33889 -1.7 1.2 -1.6
H 3.21715 -1.33247 -3.17768 -1.0 0.8 2.3
H 1.04481 -2.09175 -2.82720 0.3 1.9 1.7
H 0.73836 -0.25435 -2.67534 0.8 -1.7 1.6
H 3.00268 -0.64535 0.59977 -2.5 1.1 0.9
H 3.38723 1.20358 2.71526 -2.3 -0.9 -2.3
H 0.87009 2.24591 3.67284 -0.4 -1.8 -2.1
H -1.49442 1.39203 2.68133 2.5 -1.1 -1.2
H 1.37125 -3.80263 -0.87099 -0.5 1.9 1.8
H 2.41064 -2.70480 0.22010 -2.4 -0.4 0.4
H -3.87823 -1.61559 1.51442 0.9 -0.1 -1.8
H -4.76109 -3.98031 -0.67776 2.1 0.0 -1.6
H -3.73416 -4.80833 1.57286 1.1 -2.1 -0.9
H -2.81320 -6.43919 1.94911 -0.5 1.3 -1.9
H -4.22542 -6.37216 0.64080 2.2 1.1 0.7
H -0.62068 -3.32125 -1.54588 -0.4 2.6 0.6
H -3.81394 -0.57872 -4.46344 2.5 1.2 0.3
H -3.21893 1.20726 -4.27817 1.0 -2.4 0.1
H -2.12034 0.01650 -5.27383 -1.4 -0.1 2.1
C 0.45949 8.02828 -1.05840 0.3 -0.2 -0.2
Cl -0.37283 9.41824 -1.76597 0.1 0.0 -0.1
Cl -0.24160 7.59583 0.50576 0.0 0.0 0.0
H 0.36896 7.17635 -1.73657 -0.1 0.2 0.2
H 1.51398 8.27832 -0.91871 -0.3 0.0 0.1
C -7.49606 -1.45535 -1.32589 -0.3 0.2 -0.1
Cl -6.74999 -2.99100 -0.86708 -0.7 0.0 0.0
Cl -6.43000 -0.09465 -0.95559 -0.2 0.1 -0.1
H -7.70005 -1.46560 -2.39929 0.2 0.0 0.3
H -8.43126 -1.33514 -0.77367 0.3 -0.1 0.0
C 2.89704 -7.13516 2.17165 -0.4 0.1 0.2
Cl 3.71667 -5.69538 1.55469 0.0 0.1 0.0
Cl 3.70585 -8.60978 1.62719 0.0 -0.1 0.0
H 2.90423 -7.10803 3.26395 0.1 0.0 -0.3
H 1.86613 -7.14035 1.80942 0.3 0.1 0.0
C 5.85178 5.56407 -1.99263 -0.4 0.1 -0.1
Cl 6.59785 4.02841 -1.53382 0.1 0.0 -0.1
Cl 6.91784 6.92476 -1.62233 -0.1 0.0 0.0
H 5.64779 5.55382 -3.06603 0.2 0.0 0.3
H 4.91657 5.68427 -1.44041 0.3 -0.1 0.0
C -4.44221 -2.84719 4.57591 0.0 0.2 0.4
Cl -5.25464 -3.96074 3.46895 -0.2 0.0 0.1
Cl -3.05526 -2.07555 3.79742 0.0 0.0 0.3
H -5.15022 -2.07541 4.88733 0.2 -0.2 -0.2
H -4.09538 -3.40407 5.44974 0.0 0.1 -0.3
C -2.63536 4.97403 -2.80368 -0.2 -0.2 -0.2
Cl -1.06762 4.88141 -1.99189 0.1 -0.2 -0.1
Cl -3.52516 6.41804 -2.30549 0.0 0.0 -0.1
H -2.47505 5.00998 -3.88392 0.0 0.1 0.3
H -3.22182 4.08852 -2.54692 0.2 0.2 0.1
C 3.49818 1.44413 6.21608 -0.1 0.1 0.5
Cl 5.07837 2.18417 6.50018 0.0 0.0 0.1
Cl 3.05403 1.52935 4.50712 0.9 0.2 3.5
H 3.53612 0.39584 6.52194 0.1 0.3 -0.2
H 2.74610 1.97366 6.80597 0.2 -0.1 -0.2
```
Positions in Å, forces in eV/Å.

The calculation returns the following gap between HOMO and LUMO values, one per record and in order: 8.61; 8.48 eV.
The calculation returns the following largest force on an atom values, one per record and in order: 2.09; 9.87 eV Å⁻¹.
The calculation returns the following electronic energy values, one per record and in order: -4953.46879; -13933.43070 a.u..